Entry A
Computed, not measured: a structure of composition C11H8HgN2O6, with ωB97M-V/def2-TZVPD.

Geometry (Å):
Hg1 -2.0263 1.9464 -0.1215
O1 2.4920 2.2423 1.4526
C1 1.1454 2.1526 1.4780
O2 0.4499 3.0945 1.1889
C2 0.6614 0.8126 1.8995
C3 1.5040 -0.1188 2.4833
C4 0.9756 -1.3584 2.8168
C5 -0.3496 -1.6172 2.5325
C6 -1.1266 -0.6151 1.9464
N1 -0.6274 0.5721 1.6750
C7 -2.6219 -0.9287 1.6321
O3 -3.0147 -2.0206 2.0604
O4 -3.2607 -0.0549 0.9981
H1 2.7099 3.1180 1.1123
H2 2.5401 0.1240 2.6667
H3 1.5973 -2.1120 3.2837
H4 -0.8266 -2.5630 2.7413
O5 1.0890 -0.9159 -0.6434
C8 0.4641 -0.4710 -1.5914
C9 0.6447 -0.9798 -3.0373
C10 -0.3245 -0.1268 -3.8462
C11 -0.9682 0.7779 -2.7857
O6 -1.8285 1.6157 -3.0401
N2 -0.4567 0.5257 -1.5670
H5 0.4186 -2.0456 -3.0686
H6 1.6876 -0.8485 -3.3275
H7 -1.1080 -0.7015 -4.3402
H8 0.1600 0.4960 -4.5986

total charge	-1
E_HOMO (alpha / beta)	-4.372 / -5.657	eV
LUMO energy (alpha / beta)	2.775 / 1.764	eV
orbital gap (alpha / beta)	7.15 / 7.42	eV
multiplicity	2


Entry B
Computed, not measured: a structure of composition C11H8HgN2O6, with ωB97M-V/def2-TZVPD.

Geometry (Å):
Hg1 -0.6909 -0.2821 -0.0070
O1 0.9254 3.4075 -2.1285
C1 0.3999 2.2137 -1.6765
O2 -0.5303 2.2407 -0.8549
C2 1.0275 1.0528 -2.1971
C3 2.1194 1.0708 -3.1035
C4 2.6387 -0.1037 -3.5557
C5 2.0758 -1.3401 -3.1297
C6 1.0353 -1.3188 -2.2404
N1 0.5293 -0.1619 -1.7723
C7 0.3800 -2.6240 -1.7612
O3 0.7288 -3.6595 -2.3275
O4 -0.4876 -2.4999 -0.8454
H1 0.4018 4.0719 -1.6627
H2 2.5193 2.0243 -3.4164
H3 3.4754 -0.0922 -4.2433
H4 2.4263 -2.2982 -3.4796
O5 0.7623 -0.1515 2.7435
C8 -0.4338 -0.1721 2.9312
C9 -1.1201 -0.1891 4.2904
C10 -2.6040 -0.0966 3.9588
C11 -2.6617 -0.1695 2.4368
O6 -3.6796 -0.1873 1.7828
N2 -1.3845 -0.1967 1.9373
H5 -0.7366 0.6322 4.8942
H6 -0.8471 -1.1189 4.7902
H7 -3.0566 0.8475 4.2635
H8 -3.2124 -0.8994 4.3729

total charge	-1
E_HOMO (alpha / beta)	-2.725 / -5.669	eV
LUMO energy (alpha / beta)	2.991 / 2.983	eV
orbital gap (alpha / beta)	5.72 / 8.65	eV
multiplicity	2


Most stable structure, least stable structure: entry B, entry A.


Entry A
Computed, not measured: a structure of composition C24H41GdNP2, with ωB97M-V/def2-TZVPD.

Geometry (Å):
Gd1 1.6473 -0.5755 1.2907
C1 -0.3928 -0.6708 2.8847
C2 -0.2698 -1.9337 2.2064
C3 1.6087 -1.6375 3.5423
C4 0.7855 -0.4762 3.6767
C5 0.9601 -2.5447 2.6425
C6 -1.5940 0.2067 2.9374
H1 -1.4753 1.1552 2.3903
H2 -1.8393 0.4830 3.9716
H3 -2.4619 -0.3146 2.5113
C7 1.0037 0.6814 4.5781
H4 0.0373 1.0607 4.9387
H5 1.5110 1.5016 4.0585
H6 1.6196 0.4065 5.4449
C8 2.9223 -1.8178 4.2085
H7 2.8633 -1.4354 5.2371
H8 3.7395 -1.2811 3.6978
H9 3.1781 -2.8818 4.2433
C9 1.4986 -3.8677 2.2232
H10 1.9588 -4.4021 3.0732
H11 2.2672 -3.7868 1.4302
H12 0.6776 -4.4798 1.8336
C10 -1.2545 -2.5716 1.2883
H13 -1.3347 -3.6507 1.4850
H14 -0.9482 -2.4870 0.2306
H15 -2.2587 -2.1334 1.3776
C11 -2.0982 2.7780 0.2439
C12 -3.1712 1.9887 0.2023
C13 -3.2646 0.7628 -0.6469
C14 -2.8522 0.9577 -2.1275
C15 -1.4821 0.3474 -2.5197
C16 -0.6545 -0.0596 -1.2972
C17 -0.3396 0.9481 -0.1820
C18 -0.7535 2.4331 -0.3140
H16 -4.3069 0.4373 -0.6440
H17 -2.9191 2.0111 -2.4226
H18 -2.7146 -0.0703 -0.1828
H19 -0.6132 2.8121 -1.3390
H20 -2.1440 3.7437 0.7728
H21 -4.0634 2.2663 0.7654
H22 -0.0182 2.9806 0.3089
H23 -0.7587 0.5430 0.7585
H24 -1.0388 -1.0183 -0.9136
H25 0.7735 1.0755 0.0086
H26 -3.6193 0.4520 -2.7408
H27 -1.7040 -0.5826 -3.0892
P1 -0.2914 1.2983 -3.5463
C19 -0.7011 3.0661 -3.6999
C20 -0.4941 0.6595 -5.2413
P2 1.2773 -0.5536 -1.6806
C21 1.3404 0.7774 -2.9705
C22 1.1230 -2.1298 -2.5566
C23 2.9798 -0.4299 -0.9550
H28 0.1350 3.6855 -3.3552
H29 -1.5897 3.3501 -3.1232
H30 -0.8885 3.3322 -4.7493
H31 0.0515 1.3112 -5.9403
H32 -1.5531 0.6444 -5.5327
H33 -0.0883 -0.3609 -5.3051
H34 3.7057 -0.2581 -1.7619
H35 3.2883 -1.3676 -0.4420
H36 3.1051 0.4494 -0.2685
H37 1.9133 1.6430 -2.6112
H38 1.8954 0.3530 -3.8204
H39 1.6054 -2.9283 -1.9718
H40 1.6262 -2.0562 -3.5347
H41 0.0616 -2.3873 -2.6982
N1 2.5438 2.8321 1.9860
C24 2.2477 1.7162 1.7349

total charge	+1
E_HOMO (alpha / beta)	-8.828 / -8.461	eV
LUMO energy (alpha / beta)	-2.548 / -2.620	eV
orbital gap (alpha / beta)	6.28 / 5.84	eV
multiplicity	8


Entry B
Computed, not measured: a structure of composition C24H41GdNP2, with ωB97M-V/def2-TZVPD.

Geometry (Å):
Gd1 -1.6733 0.0398 -1.5203
C1 -2.8851 0.6634 0.6010
C2 -2.3968 1.8685 -0.0141
C3 -3.9844 0.9357 -1.4318
C4 -3.8875 0.1116 -0.2593
C5 -3.0909 2.0377 -1.2638
C6 -2.6734 0.2737 2.0152
H1 -1.8855 -0.4827 2.1091
H2 -3.5998 -0.1467 2.4297
H3 -2.4113 1.1535 2.6189
C7 -4.8085 -0.9990 0.0927
H4 -4.9665 -1.0111 1.1816
H5 -4.4040 -1.9751 -0.2176
H6 -5.7797 -0.8471 -0.4062
C8 -4.9586 0.7390 -2.5372
H7 -5.9116 0.3898 -2.1176
H8 -4.6129 -0.0092 -3.2674
H9 -5.1219 1.6802 -3.0740
C9 -2.9783 3.1932 -2.1902
H10 -3.9745 3.4693 -2.5657
H11 -2.3196 2.9504 -3.0410
H12 -2.5635 4.0757 -1.6860
C10 -1.4966 2.8744 0.6040
H13 -1.8058 3.8890 0.3090
H14 -0.4505 2.7015 0.2971
H15 -1.5592 2.8234 1.6986
C11 0.3323 -2.0731 2.6042
C12 0.2577 -0.9312 3.3078
C13 0.9384 0.3525 2.9634
C14 2.4200 0.2395 2.5022
C15 2.6607 0.2520 0.9694
C16 1.3763 0.1716 0.1182
C17 0.3138 -0.9774 0.2815
C18 0.6527 -2.1951 1.1523
H16 0.9559 0.9855 3.8683
H17 2.9024 -0.6394 2.9578
H18 0.3403 0.9341 2.2460
H19 1.7107 -2.3965 0.9878
H20 0.1519 -3.0338 3.1093
H21 -0.3288 -0.8774 4.2306
H22 0.1353 -3.0826 0.7448
H23 -0.6563 -0.5372 0.6303
H24 0.8450 1.1483 0.1680
H25 0.1306 -1.4527 -0.7147
H26 2.9398 1.1339 2.8997
H27 3.0750 1.2650 0.7372
P1 3.8262 -0.9799 0.2283
C19 3.8548 -2.5068 1.2083
C20 5.4651 -0.2130 0.3423
P2 1.8385 0.0620 -1.7021
C21 3.1729 -1.2061 -1.4407
C22 2.8019 1.4834 -2.2442
C23 0.9732 -0.6549 -3.1078
H28 3.3431 -3.3181 0.6588
H29 3.3760 -2.3339 2.1968
H30 4.8835 -2.8446 1.4031
H31 6.2464 -0.9182 0.0321
H32 5.6764 0.0615 1.3894
H33 5.5526 0.6923 -0.2758
H34 1.7657 -1.0977 -3.7356
H35 0.4769 0.1394 -3.6906
H36 0.2600 -1.4597 -2.8430
H37 2.7790 -2.2353 -1.5515
H38 3.9633 -1.0777 -2.2033
H39 2.1948 2.0648 -2.9577
H40 3.7246 1.1465 -2.7513
H41 3.0942 2.1376 -1.4103
N1 -2.1491 -3.3788 -0.6731
C24 -2.0737 -2.2478 -1.0012

total charge	+1
E_HOMO (alpha / beta)	-7.976 / -7.634	eV
LUMO energy (alpha / beta)	-2.573 / -2.667	eV
orbital gap (alpha / beta)	5.40 / 4.97	eV
multiplicity	8


Most stable structure, least stable structure: entry A, entry B.


Entry A
Computed, not measured: the ion C4H3N2 with charge +1, with ωB97M-V/def2-TZVPD.

Geometry (Å):
C1 -2.2457 -0.4519 -0.0710
N1 -1.0213 -0.3780 0.0678
C2 0.2027 -0.3267 0.2225
C3 1.4556 -0.1740 0.1196
C4 2.3904 0.9232 -0.0497
N2 2.8284 -0.2831 -0.0906
H1 -2.8216 -1.4813 -0.0611
H2 -2.9811 0.3010 -0.1553
H3 2.1925 1.8708 0.0178

total charge	+1
SMILES	C=[N+]=C=C1C=N1
E_HOMO	-14.908	eV
LUMO energy	-5.146	eV
orbital gap	9.76	eV


Entry B
Computed, not measured: the ion C4H3N2 with charge +1, with ωB97M-V/def2-TZVPD.

Geometry (Å):
C1 -0.2309 -0.0169 -1.3071
N1 -0.9567 0.4645 -0.5046
C2 -1.0793 0.7827 0.7774
C3 -0.0905 0.3069 1.5065
C4 0.9035 -0.2959 0.9030
N2 1.5026 -0.7326 -0.0585
H1 -0.2289 -0.3458 -2.3781
H2 -2.0682 1.1698 1.2234
H3 2.2483 -1.3328 -0.1620

total charge	+1
SMILES	C#[N+]C=C=C=N
E_HOMO	-15.101	eV
LUMO energy	-6.293	eV
orbital gap	8.81	eV


Most stable structure, least stable structure: entry B, entry A.


Entry A
Computed, not measured: an isolated molecule of C16H13FN4O2, with ωB97M-V/def2-TZVPD.

Geometry (Å):
O1 1.3095 0.8949 4.3252
C1 1.2008 1.4374 3.2076
C2 1.1772 0.5904 2.0070
C3 1.4226 -0.7600 1.9779
O2 1.7609 -1.3805 3.1242
C4 1.4078 -1.5653 0.7764
C5 1.8576 -2.8371 0.5479
C6 1.5611 -3.2387 -0.8026
C7 0.8982 -2.1913 -1.3759
C8 0.2885 -2.0471 -2.7525
C9 -1.0621 -1.3846 -2.6655
C10 -2.1900 -2.0749 -2.1482
C11 -3.4491 -1.4265 -2.1267
C12 -3.5799 -0.1090 -2.5673
F1 -4.8003 0.4946 -2.5322
C13 -2.4545 0.5965 -3.0658
C14 -1.2111 -0.0598 -3.1128
N1 0.7973 -1.1820 -0.4187
C15 1.0976 2.8880 3.0559
N2 0.7678 3.5360 1.8679
C16 0.6555 4.7991 2.1870
N3 0.9449 4.9347 3.5340
N4 1.2177 3.7103 4.0630
H1 0.9741 1.1227 1.0870
H2 1.5824 -0.7492 3.8320
H3 2.2854 -3.5099 1.3184
H4 1.8665 -4.1604 -1.2914
H5 0.9749 -1.4432 -3.3689
H6 0.1978 -3.0212 -3.2033
H7 -2.1290 -3.0963 -1.7507
H8 -4.3019 -1.9218 -1.6638
H9 -2.4896 1.6028 -3.5051
H10 -0.3227 0.4251 -3.5450
H11 0.3668 -0.2771 -0.6068
H12 0.4262 5.5924 1.5131
H13 0.9516 5.8110 4.0787

SMILES	O=C(/C=C(\O)c1ccc(Cc2ccc(F)cc2)[nH]1)c1nc[nH]n1
E_HOMO	-8.072	eV
LUMO energy	-0.156	eV
orbital gap	7.92	eV


Entry B
Computed, not measured: an isolated molecule of C16H13FN4O2, with ωB97M-V/def2-TZVPD.

Geometry (Å):
O1 3.5230 2.5718 2.6394
C1 3.8611 1.5958 2.0137
C2 2.8051 0.9598 1.1092
C3 1.4628 1.1191 1.2281
O2 0.8470 2.0549 2.0855
C4 0.6015 0.3884 0.3734
C5 0.6421 -0.4076 -0.7395
C6 -0.6622 -0.9894 -1.0763
C7 -1.5432 -0.3736 -0.2032
C8 -2.9920 -0.7428 0.0876
C9 -3.7839 -0.6563 -1.1832
C10 -4.8882 -1.5406 -1.3389
C11 -5.6441 -1.4938 -2.4828
C12 -5.2922 -0.7592 -3.6400
F1 -5.9951 -0.8111 -4.8464
C13 -4.2986 0.2176 -3.5261
C14 -3.4906 0.2208 -2.3310
N1 -0.7630 0.3059 0.6797
C15 5.1451 0.8851 2.3234
N2 6.1293 0.5054 1.3657
C16 7.1051 -0.0648 2.0017
N3 6.7820 -0.0042 3.3171
N4 5.5763 0.5575 3.5067
H1 3.2169 0.2761 0.3514
H2 1.6824 2.4112 2.5696
H3 1.5246 -0.6683 -1.2641
H4 -0.9408 -1.5257 -1.8968
H5 -3.0213 -1.7533 0.5762
H6 -3.5131 -0.1711 0.8713
H7 -5.1801 -2.0803 -0.3731
H8 -6.6069 -2.1032 -2.6133
H9 -4.0972 0.8269 -4.3817
H10 -2.6224 0.9420 -2.2525
H11 -1.0834 0.8321 1.5034
H12 7.9940 -0.5060 1.5547
H13 7.5198 -0.0191 3.9912

SMILES	O=C(/C=C(\O)c1ccc(Cc2ccc(F)cc2)[nH]1)c1nc[nH]n1
E_HOMO	-8.062	eV
LUMO energy	-0.173	eV
orbital gap	7.89	eV


Most stable structure, least stable structure: entry A, entry B.


Entry A
Computed, not measured: an isolated molecule of C3H4N4O, with ωB97M-V/def2-TZVPD.

Geometry (Å):
H1 3.2120 -0.6142 -0.3207
N1 2.2847 -1.2331 0.0472
C1 1.4089 -0.3892 0.0310
N2 1.5121 1.0235 0.0096
C2 0.2527 1.4599 0.1202
N3 -0.6414 0.4751 -0.0534
N4 -1.9483 0.3820 -0.1585
C3 -2.5978 -0.7721 0.1430
O1 -0.0454 -0.7343 -0.1047
H2 0.1750 2.6519 0.1563
H3 -3.8356 -0.8199 -0.0784
H4 -2.0209 -1.6679 0.4008

SMILES	[H]/N=c1\ncn(N=C)o1
E_HOMO	-8.741	eV
LUMO energy	-0.209	eV
orbital gap	8.53	eV


Entry B
Computed, not measured: an isolated molecule of C3H4N4O, with ωB97M-V/def2-TZVPD.

Geometry (Å):
H1 -0.6035 2.4342 0.9374
N1 -0.5894 1.8690 1.8803
C1 -0.3101 0.6703 1.5972
N2 0.0463 0.2341 0.3106
N3 0.2963 1.1543 -0.6938
C2 0.5344 0.3673 -1.7057
O1 0.3404 -0.9453 -1.4996
C3 -0.0526 -1.0829 -0.1784
N4 -0.2312 -2.2392 0.2000
H2 -0.5342 -2.2506 1.1488
H3 -0.0843 -0.1125 2.4474
H4 0.8129 0.6360 -2.6958

SMILES	[H]/N=C\n1nco/c1=N/[H]
E_HOMO	-9.244	eV
LUMO energy	0.751	eV
orbital gap	10.00	eV


Entry C
Computed, not measured: an isolated molecule of C3H4N4O, with ωB97M-V/def2-TZVPD.

Geometry (Å):
H1 1.3723 2.5534 -0.9901
N1 0.9178 2.0495 -0.1794
C1 0.5743 0.8806 -0.5396
N2 0.8118 -0.0287 -1.6363
C2 -0.3522 0.2762 0.3735
N3 -0.5311 0.5568 1.6986
N4 -1.0376 -0.6185 2.2734
C3 -1.2617 -1.4058 1.2710
O1 -0.7475 -0.9778 0.1672
H2 0.2434 -0.9654 -1.6619
H3 1.6852 0.0393 -2.1530
H4 -1.6747 -2.3596 1.3767

SMILES	[H]/N=C(\N)c1nnco1
E_HOMO	-9.702	eV
LUMO energy	0.295	eV
orbital gap	10.00	eV


Entry D
Computed, not measured: an isolated molecule of C3H4N4O, with ωB97M-V/def2-TZVPD.

Geometry (Å):
O1 2.4898 0.0219 -0.0933
C1 1.1998 0.0449 -0.0602
N1 0.5948 -1.1716 -0.1893
N2 -0.6588 -1.4502 0.2450
C2 -1.7614 -0.8147 -0.0375
C3 -1.7519 0.6473 -0.2762
N3 -0.8066 1.4774 -0.0456
N4 0.4454 1.2503 0.4018
H1 1.1929 -1.9401 -0.0620
H2 -2.6260 -1.1911 0.6530
H3 -2.7060 1.0375 -0.4523
H4 1.0786 1.9121 -0.0318

SMILES	O=C1NN=CC=NN1
E_HOMO	-9.652	eV
LUMO energy	-0.580	eV
orbital gap	9.07	eV


Most stable structure, least stable structure: entry B, entry A.


Entry A
Computed, not measured: an isolated molecule of C3H4N4O, with ωB97M-V/def2-TZVPD.

Geometry (Å):
C1 1.3601 0.0904 -0.8739
N1 0.4302 -0.4592 -1.6135
N2 -0.8737 0.1619 -1.4144
C2 -1.7142 -0.0382 -0.4819
O1 -1.5850 -0.8144 0.5769
C3 -0.3650 -0.5563 1.4014
N3 0.6293 0.2321 1.2032
N4 1.1661 0.8007 0.1933
H1 2.4501 -0.0259 -1.3016
H2 -2.7750 0.4925 -0.6833
H3 -0.7732 -0.8673 2.4264
H4 2.0503 0.9838 0.5673

SMILES	c1nncocn[nH]1
E_HOMO	-9.168	eV
LUMO energy	0.801	eV
orbital gap	9.97	eV


Entry B
Computed, not measured: a structure of composition C3H4N4O, with ωB97M-V/def2-TZVPD.

Geometry (Å):
C1 1.0540 1.0314 -0.1833
C2 1.5213 -0.2802 -0.2103
C3 -1.2043 -0.3463 0.9815
H1 1.7235 1.9129 -0.4178
H2 -0.1607 1.3827 0.1115
H3 2.7304 -0.5516 -0.8140
H4 -0.9203 0.1851 2.0633
N1 -0.4751 -1.0624 0.0646
N2 -2.2776 0.0185 0.3411
N3 -1.9833 -0.0233 -0.9634
N4 -0.9378 -0.8812 -1.1922
O1 0.9299 -1.3857 0.2192

E_HOMO	-9.830	eV
LUMO energy	0.079	eV
orbital gap	9.91	eV


Entry C
Computed, not measured: an isolated molecule of C3H4N4O, with ωB97M-V/def2-TZVPD.

Geometry (Å):
N1 0.8603 1.9168 -1.7402
N2 -0.3072 1.3914 -1.1497
C1 -0.1063 0.4061 -0.4213
C2 1.1269 -0.2292 0.0868
C3 0.9329 -1.3146 0.8220
N3 -0.3247 -1.6643 1.4350
N4 -1.3313 -1.0162 1.1904
O1 -1.2218 -0.1042 0.1771
H1 1.4032 2.4118 -1.0262
H2 0.5215 2.7320 -2.2628
H3 2.0494 -0.0584 -0.3613
H4 1.8000 -1.8193 1.1604

SMILES	N/N=c1\ccnno1
E_HOMO	-8.997	eV
LUMO energy	-0.495	eV
orbital gap	8.50	eV


Most stable structure, least stable structure: entry C, entry B.